Entry 1:
{
  "formula": "C4H3F3",
  "method": "ωB97M-V/def2-TZVPD",
  "species": ["C", "C", "C", "C", "F", "F", "F", "H", "H", "H"],
  "xyz": [[-1.105084, -0.366471, -0.144246], [-0.723236, -0.208666, -1.412327], [0.086637, -0.022505, 0.801147], [1.331709, 0.385823, 0.003801], [-1.533110, -0.322666, -2.400809], [2.377847, -0.424416, -0.106175], [1.706303, 1.641933, 0.193763], [-2.212440, -0.642565, 0.061089], [-0.182292, 0.766433, 1.393522], [0.253667, -0.806900, 1.610234]],
  "forces_ev_per_angstrom": [[0.642, 0.123, -0.071], [0.478, 0.165, 2.110], [-0.439, -3.062, -0.161], [-1.717, -0.677, -0.363], [-0.588, -0.102, -1.728], [-0.509, 0.434, 0.254], [0.259, -0.331, -0.137], [2.186, 0.496, 0.154], [-0.601, 2.544, 1.298], [0.290, 0.410, -1.356]],
  "mulliken_charge": [-0.073, -0.218, -0.378, 0.406, -0.172, -0.224, -0.225, 0.308, 0.283, 0.293],
  "homo_energy_ev": [-8.81, -9.77],
  "energy_ha": -453.62830,
  "lumo_energy_ev": [-0.71, 0.26]
}

***

Entry 2:
{
  "formula": "C44H73N4O6P2Si",
  "method": "ωB97M-V/def2-TZVPD",
  "species": ["C", "C", "P", "C", "C", "C", "C", "C", "C", "O", "C", "C", "O", "O", "C", "C", "C", "C", "C", "C", "C", "C", "C", "Si", "C", "C", "C", "C", "C", "C", "C", "C", "C", "P", "O", "O", "O", "H", "H", "H", "H", "H", "H", "H", "H", "H", "H", "H", "H", "H", "H", "H", "H", "H", "H", "H", "H", "H", "H", "H", "H", "H", "H", "H", "H", "H", "H", "H", "H", "H", "H", "H", "H", "H", "H", "H", "H", "H", "H", "H", "H", "H", "H", "H", "H", "H", "H", "H", "H", "H", "N", "C", "C", "C", "C", "H", "H", "H", "H", "H", "N", "C", "C", "C", "C", "H", "H", "H", "H", "H", "N", "C", "C", "C", "C", "H", "H", "H", "H", "H", "N", "C", "C", "C", "C", "H", "H", "H", "H", "H"],
  "xyz": [[8.269964, -0.969836, 0.336047], [6.830742, -1.262631, -0.092822], [5.727457, -1.695387, 1.383881], [4.431597, -0.350355, 0.981918], [4.951213, 1.068467, 1.234968], [4.511778, 2.090036, 0.177136], [3.202366, 2.802674, 0.549458], [3.427757, 3.954129, 1.522800], [2.137267, 4.697038, 1.842319], [1.522828, 4.069029, 2.987790], [0.395456, 4.692782, 3.420676], [0.476380, 5.124783, 4.860227], [-0.565945, 4.878228, 2.716957], [4.800566, -2.879715, 0.463815], [3.927178, -3.692194, 1.210818], [2.469585, -3.276256, 1.008258], [1.462160, -4.436563, 1.123909], [0.216508, -4.119604, 1.970324], [-1.079707, -4.688946, 1.389731], [-2.222249, -4.683335, 2.426343], [-3.603902, -4.297899, 1.855824], [-4.029746, -2.905686, 2.339528], [-5.281689, -2.354794, 1.622878], [-5.100847, -0.515748, 1.274735], [-4.061971, 0.332409, 2.595038], [-4.209021, -0.327717, -0.364058], [-6.760821, 0.379472, 1.230010], [-7.985714, -0.208144, 1.551927], [-9.160763, 0.524957, 1.518314], [-9.136795, 1.862420, 1.159932], [-7.931403, 2.471137, 0.834508], [-6.762837, 1.726566, 0.868122], [4.456752, -3.563120, 2.655417], [3.350408, -4.153276, 4.003644], [3.845730, -5.740655, 3.989907], [4.193743, -3.509738, 5.251066], [4.791626, -2.236102, 2.834306], [8.327126, -0.071194, 0.951574], [8.674140, -1.821784, 0.888297], [8.890947, -0.800833, -0.550136], [6.825422, -2.088606, -0.809019], [6.456553, -0.383498, -0.630362], [6.458974, -0.774182, 2.238074], [6.695762, -2.732686, 1.750728], [4.189827, -0.460091, -0.077514], [3.540125, -0.542819, 1.578213], [4.601080, 1.414444, 2.212677], [6.043806, 1.050293, 1.299665], [5.284109, 2.867545, 0.084561], [4.429457, 1.620586, -0.804492], [2.559643, 2.061006, 1.033965], [2.681724, 3.164949, -0.341646], [4.167613, 4.649269, 1.117010], [3.809630, 3.580796, 2.474950], [2.317353, 5.754720, 2.052951], [1.443045, 4.627072, 1.002672], [-0.500149, 5.499760, 5.154552], [0.746851, 4.278409, 5.489863], [1.235547, 5.900463, 4.950117], [4.115836, -4.729251, 0.898030], [2.435006, -2.827866, 0.015439], [2.243306, -2.514047, 1.758041], [1.178062, -4.782926, 0.127433], [1.986083, -5.277210, 1.591689], [0.112885, -3.034477, 2.045318], [0.361774, -4.531935, 2.969473], [-1.377591, -4.108155, 0.513968], [-0.896138, -5.722438, 1.084146], [-2.263876, -5.637269, 2.952313], [-1.952188, -3.937109, 3.181184], [-3.532920, -4.237876, 0.767535], [-4.354078, -5.033508, 2.150385], [-3.162758, -2.252386, 2.197423], [-4.225718, -2.949955, 3.413068], [-6.168375, -2.516640, 2.243436], [-5.453399, -2.913429, 0.699524], [-4.342136, 1.381395, 2.677298], [-4.243233, -0.154669, 3.556053], [-3.000435, 0.242242, 2.364402], [-4.837143, -0.585832, -1.217095], [-3.372998, -1.033923, -0.348563], [-3.794988, 0.671476, -0.497875], [-8.021023, -1.251256, 1.840250], [-10.108948, 0.071783, 1.777879], [-10.050435, 2.441978, 1.121808], [-7.880880, 3.515500, 0.556401], [-5.830151, 2.208785, 0.596015], [5.340466, -4.237578, 2.712920], [4.745941, -5.821393, 4.326063], [5.123464, -3.361738, 5.028579], [5.173593, 6.028907, -1.499081], [4.903954, 7.369379, -1.476738], [6.022198, 8.013341, -1.017835], [7.003945, 7.018582, -0.753482], [6.448675, 5.805002, -1.060788], [4.530777, 5.313169, -1.785373], [3.945364, 7.748550, -1.786462], [6.125346, 9.077255, -0.884706], [8.001344, 7.175860, -0.379035], [6.848419, 4.807125, -1.003420], [-8.432143, 1.144087, -2.447268], [-8.356518, 2.316678, -3.143658], [-7.811325, 2.042851, -4.371020], [-7.546467, 0.645674, -4.412124], [-7.939745, 0.122684, -3.209157], [-8.784429, 1.052656, -1.508958], [-8.694406, 3.242026, -2.709445], [-7.622926, 2.760812, -5.151911], [-7.118491, 0.091937, -5.230871], [-7.912525, -0.885602, -2.833387], [-11.392054, 1.565350, -6.593683], [-12.164743, 0.978936, -7.559858], [-11.691176, -0.290420, -7.756826], [-10.591095, -0.473704, -6.872487], [-10.431570, 0.689590, -6.167250], [-11.508032, 2.499299, -6.248284], [-12.979056, 1.510558, -8.021415], [-12.087626, -1.007866, -8.455836], [-9.986140, -1.358625, -6.766355], [-9.722967, 0.967952, -5.406084], [11.293357, -2.629694, -4.183335], [9.955440, -2.659386, -4.477012], [9.280859, -2.981281, -3.330559], [10.248118, -3.152495, -2.303437], [11.478405, -2.928263, -2.858810], [12.023811, -2.420446, -4.836167], [9.600278, -2.446110, -5.470570], [8.213006, -3.079377, -3.230702], [10.054641, -3.403928, -1.274288], [12.464255, -2.951402, -2.427211]],
  "forces_ev_per_angstrom": [[-0.196, -0.094, -0.426], [0.080, 0.221, 0.038], [0.445, 0.306, 0.101], [0.105, 0.106, 0.119], [-0.099, -0.114, -0.195], [0.130, 0.530, 0.234], [0.268, -0.496, 0.148], [-0.388, 0.041, 0.082], [-0.003, -0.340, -0.554], [0.151, 0.556, 0.414], [-0.410, -0.158, -0.272], [-0.339, -0.307, -0.159], [0.450, 0.105, 0.134], [-0.145, 0.003, -0.063], [0.835, -0.104, -0.106], [0.103, -0.294, 0.097], [0.304, 0.038, 0.337], [0.004, -0.203, -0.562], [-0.023, -0.224, 0.570], [0.031, 0.425, -0.139], [0.324, 0.260, 0.358], [-0.111, -0.321, -0.203], [-0.070, 0.143, 0.342], [0.216, 0.055, -0.166], [-0.274, -0.416, -0.049], [-0.036, -0.150, 0.153], [-0.002, -0.169, -0.077], [0.190, -0.044, 0.006], [-0.266, 0.044, -0.002], [0.004, 0.329, -0.150], [0.122, -0.108, -0.003], [0.028, 0.088, -0.057], [-0.224, -0.056, -0.175], [0.023, 0.099, -0.168], [-0.300, -0.084, 0.349], [0.021, -0.350, 0.361], [0.019, -0.104, 0.114], [0.013, -0.069, 0.125], [0.087, 0.097, 0.109], [0.151, -0.070, 0.090], [-0.104, -0.077, 0.087], [-0.124, -0.036, 0.000], [-0.140, 0.015, 0.025], [-0.090, -0.078, -0.061], [-0.133, -0.081, 0.010], [-0.082, -0.043, -0.126], [0.138, 0.003, 0.069], [0.017, -0.020, -0.045], [0.016, -0.018, -0.097], [-0.021, -0.128, 0.022], [-0.212, 0.060, -0.143], [-0.018, 0.075, -0.010], [-0.036, 0.058, -0.014], [0.219, -0.004, -0.069], [-0.021, -0.022, 0.200], [-0.026, 0.124, -0.016], [0.067, 0.098, 0.078], [0.158, 0.035, -0.001], [0.054, -0.026, 0.075], [-0.431, -0.056, -0.144], [-0.159, 0.175, 0.056], [-0.059, 0.156, -0.158], [-0.065, 0.049, -0.039], [-0.104, -0.116, -0.068], [-0.061, 0.009, 0.230], [-0.005, 0.223, 0.109], [0.059, -0.070, -0.124], [-0.045, 0.047, -0.277], [0.029, -0.058, -0.036], [-0.083, -0.062, 0.102], [-0.189, -0.320, -0.065], [-0.134, -0.009, -0.254], [-0.038, 0.082, 0.041], [0.162, 0.119, 0.048], [0.015, -0.120, -0.003], [-0.021, 0.117, -0.113], [0.121, 0.074, 0.016], [0.051, 0.130, 0.079], [0.029, 0.106, 0.054], [-0.032, 0.079, -0.040], [0.064, 0.061, -0.046], [-0.034, 0.036, -0.087], [-0.023, -0.041, 0.000], [0.024, -0.114, 0.005], [-0.062, -0.043, 0.072], [-0.126, 0.040, -0.011], [0.029, 0.027, 0.022], [0.123, 0.159, 0.060], [0.127, -0.053, -0.200], [-0.043, 0.330, -0.155], [-0.013, -0.025, -0.011], [-0.024, -0.024, 0.000], [0.020, -0.007, 0.011], [-0.008, 0.027, -0.002], [-0.012, -0.015, 0.000], [0.005, -0.031, 0.022], [-0.003, 0.009, 0.004], [0.000, 0.005, 0.000], [0.006, -0.001, 0.003], [0.000, -0.003, 0.016], [-0.075, -0.031, 0.049], [-0.034, -0.018, 0.011], [0.113, 0.010, 0.042], [0.152, 0.047, 0.041], [-0.021, 0.009, 0.033], [0.081, 0.007, 0.043], [0.019, 0.012, 0.005], [0.014, 0.000, -0.003], [0.002, 0.000, -0.006], [0.010, -0.008, -0.001], [-0.025, -0.019, -0.015], [0.013, 0.029, 0.014], [0.022, -0.019, 0.010], [-0.026, -0.005, -0.025], [-0.118, 0.011, -0.024], [0.005, 0.009, 0.015], [-0.002, -0.004, -0.012], [-0.002, -0.003, -0.003], [0.003, -0.005, 0.006], [-0.085, -0.044, -0.057], [-0.013, 0.000, 0.014], [0.027, -0.005, -0.003], [-0.013, -0.012, -0.014], [0.002, -0.018, 0.023], [0.004, -0.010, -0.036], [0.008, 0.014, -0.006], [-0.010, 0.000, -0.002], [-0.006, 0.021, 0.023], [-0.020, 0.030, 0.010], [0.001, -0.001, 0.010]],
  "mulliken_charge": [-1.191, -0.186, 0.214, -1.406, -0.422, -0.378, -0.902, -0.302, -0.724, -0.268, 0.701, -0.983, -0.575, -0.552, 0.004, -0.786, -0.752, -0.756, -0.504, -1.053, -0.788, -0.548, -0.620, -0.007, -1.211, -1.002, 0.528, -0.124, -0.597, -0.551, -0.729, -0.207, -0.273, 0.188, -0.482, -0.502, -0.527, 0.373, 0.280, 0.368, 0.137, 0.257, 0.174, -0.042, 0.445, 0.320, 0.364, 0.295, -0.106, 0.470, 0.229, 0.505, 0.301, 0.278, 0.464, 0.320, 0.336, 0.304, 0.272, 0.362, 0.423, 0.219, 0.470, 0.409, 0.255, 0.306, 0.327, 0.327, 0.532, 0.484, 0.422, 0.285, 0.162, 0.258, 0.391, 0.498, 0.443, 0.314, 0.356, 0.311, 0.316, 0.337, 0.282, 0.372, 0.353, 0.423, 0.328, 0.299, 0.302, 0.347, 0.050, -0.547, -0.359, -0.461, -0.489, 0.213, 0.376, 0.394, 0.424, 0.398, 0.164, -0.398, -0.669, -0.532, -0.471, 0.189, 0.411, 0.416, 0.488, 0.439, 0.020, -0.470, -0.540, -0.418, -0.156, 0.195, 0.381, 0.393, 0.399, 0.178, 0.019, -0.560, -0.345, -0.327, -0.584, 0.182, 0.375, 0.407, 0.448, 0.384],
  "charge": -1,
  "homo_energy_ev": -4.43,
  "energy_ha": -3363.09668,
  "lumo_energy_ev": 1.83
}